1.
106
Properties=species:S:1:pos:R:3 method="wB97M-V/def2-TZVPD" orbital_gap_ev=6.36 de_lowest_kcal_mol=11.2 largest_force_ev_per_a=0.8 homo_ev=-4.165 charge=-1 lumo_ev=2.20
Zr 0.23 -0.15 -0.41
C -2.55 -2.25 -0.50
N -1.60 -1.78 0.52
C -0.80 -2.94 0.97
C -2.24 -1.23 1.68
C -3.49 -1.66 2.11
C -4.03 -1.22 3.31
C -3.27 -0.38 4.10
C -2.03 0.07 3.67
C -1.50 -0.28 2.41
N -0.32 0.22 1.87
C 0.27 1.20 2.74
C -0.37 2.43 2.84
C 0.09 3.47 3.65
C 1.23 3.26 4.39
C 1.87 2.03 4.35
C 1.39 0.96 3.57
N 2.06 -0.27 3.61
C 1.29 -1.49 3.78
C 3.30 -0.32 4.35
H -3.05 -3.17 -0.19
H -2.01 -2.44 -1.42
H -3.29 -1.48 -0.69
H 0.10 -2.61 1.49
H -0.52 -3.53 0.10
H -1.40 -3.58 1.64
H -4.04 -2.36 1.50
H -5.01 -1.55 3.63
H -3.64 -0.04 5.06
H -1.48 0.75 4.31
H -1.27 2.56 2.26
H -0.44 4.41 3.68
H 1.64 4.05 5.01
H 2.74 1.89 4.97
H 1.46 -1.90 4.79
H 1.57 -2.24 3.04
H 0.22 -1.30 3.69
H 3.16 -0.21 5.43
H 4.00 0.44 4.00
H 3.76 -1.30 4.19
C -2.84 3.17 -2.21
Si -2.94 1.51 -1.28
C -3.23 1.98 0.51
C -4.53 0.62 -1.82
N -1.58 0.46 -1.54
C -1.42 -0.01 -2.85
C -2.06 0.56 -3.96
C -1.91 0.09 -5.26
C -1.08 -0.99 -5.48
C -0.41 -1.57 -4.40
C -0.55 -1.11 -3.09
N 0.16 -1.66 -1.99
Si 0.84 -3.26 -2.25
C 2.15 -3.34 -3.62
C 1.64 -4.07 -0.74
C -0.56 -4.44 -2.74
H -3.68 3.27 -2.91
H -1.91 3.27 -2.77
H -2.89 4.00 -1.50
H -4.30 2.20 0.60
H -2.70 2.89 0.78
H -3.01 1.21 1.24
H -5.26 1.32 -2.20
H -4.98 0.12 -0.95
H -4.34 -0.13 -2.59
H -2.71 1.42 -3.81
H -2.43 0.57 -6.07
H -0.93 -1.39 -6.48
H 0.24 -2.40 -4.62
H 2.57 -2.36 -3.86
H 1.75 -3.77 -4.54
H 2.97 -3.98 -3.30
H 1.84 -3.38 0.07
H 2.58 -4.52 -1.05
H 1.00 -4.88 -0.37
H -1.22 -4.02 -3.49
H -1.16 -4.72 -1.87
H -0.13 -5.36 -3.15
C 4.10 -1.68 1.22
C 3.36 -0.78 0.22
O 2.02 -1.06 0.25
C 3.63 0.73 0.60
F 2.56 1.28 1.17
F 3.97 1.51 -0.44
F 4.64 0.85 1.50
C 4.01 -1.02 -1.17
F 3.36 -0.43 -2.17
F 4.06 -2.33 -1.45
F 5.29 -0.59 -1.19
H 3.69 -1.47 2.20
H 5.17 -1.53 1.23
H 3.88 -2.72 0.96
C 1.32 1.67 -2.73
O 1.21 1.24 -1.40
H 2.28 2.18 -2.88
H 0.51 2.36 -2.97
H 1.27 0.82 -3.42
C 1.48 4.84 -1.54
Te 0.28 3.90 -0.05
C -0.46 5.75 0.74
H 2.30 4.17 -1.78
H 1.89 5.75 -1.11
H 0.92 5.06 -2.44
H -0.97 6.31 -0.04
H 0.36 6.33 1.16
H -1.17 5.51 1.53

=====

2.
34
Properties=species:S:1:pos:R:3 method="wB97M-V/def2-TZVPD" orbital_gap_ev="5.93 / 5.78" de_lowest_kcal_mol=30.8 largest_force_ev_per_a=4.0 homo_ev="-12.139 / -12.114" charge=+1 lumo_ev="-6.21 / -6.33"
Ru 0.10 -0.24 -0.76
N -3.79 -1.81 -0.09
C -2.79 -0.93 -0.26
S -1.89 -0.97 -1.76
N -2.53 -0.05 0.67
N -1.45 0.70 0.41
C -1.41 1.91 0.88
C -0.46 2.88 0.48
C -0.41 4.14 1.11
C 0.46 5.10 0.67
C 1.31 4.85 -0.42
C 1.27 3.65 -1.07
C 0.37 2.65 -0.66
O 0.25 1.56 -1.34
H -4.07 -2.38 -0.87
H -4.42 -1.70 0.69
H -2.20 2.22 1.56
H -1.06 4.33 1.95
H 0.49 6.07 1.17
H 2.01 5.62 -0.75
H 1.92 3.44 -1.92
O 3.91 -1.28 -0.02
C 2.73 -1.18 -0.16
O 2.04 -0.07 -0.36
C 1.84 -2.40 -0.10
C 2.38 -3.67 -0.05
C 1.52 -4.75 0.08
C 0.16 -4.50 0.22
C -0.30 -3.20 0.16
N 0.52 -2.16 -0.05
H 3.45 -3.77 -0.12
H 1.90 -5.76 0.07
H -0.54 -5.30 0.37
H -1.35 -2.99 0.27

=====

3.
174
Properties=species:S:1:pos:R:3 method="wB97M-V/def2-TZVPD" orbital_gap_ev=8.02 largest_force_ev_per_a=3.9 homo_ev=-8.551 lumo_ev=-0.54
C -3.74 2.89 4.93
C -3.02 2.84 3.58
O -1.88 2.04 3.83
C -1.92 1.54 5.05
O -1.11 0.81 5.55
O -3.07 1.82 5.62
H -4.75 2.50 4.83
H -3.73 3.89 5.36
H -2.70 3.85 3.33
H -3.60 2.44 2.74
C -6.95 1.50 0.89
C -6.05 0.75 -0.06
O -6.04 0.98 -1.27
N -5.14 -0.07 0.56
C -4.14 -0.75 -0.27
H -7.94 1.73 0.52
H -6.40 2.42 1.12
H -7.15 0.89 1.77
H -5.30 -0.35 1.51
H -4.32 -0.61 -1.34
H -4.16 -1.82 -0.06
H -3.13 -0.35 -0.18
C -3.05 3.03 -0.19
C -2.64 2.51 -1.52
O -1.47 2.70 -1.94
N -3.65 1.93 -2.16
C -3.57 1.34 -3.46
H -2.33 2.69 0.55
H -3.93 2.71 0.36
H -2.88 4.11 -0.23
H -4.55 1.85 -1.71
H -2.81 1.85 -4.06
H -4.53 1.44 -3.96
H -3.33 0.28 -3.45
C -1.68 -7.06 -1.67
C -0.82 -6.31 -2.71
O -0.84 -6.64 -3.91
N -0.06 -5.34 -2.22
C 0.95 -4.62 -3.00
H -2.65 -6.59 -1.49
H -1.17 -7.27 -0.73
H -1.89 -8.05 -2.09
H -0.36 -4.93 -1.34
H 0.56 -3.79 -3.60
H 1.37 -5.37 -3.66
H 1.73 -4.16 -2.38
C 2.35 5.56 2.39
C 3.41 5.83 1.34
O 3.40 6.92 0.78
N 4.32 4.90 1.15
C 5.50 4.99 0.33
H 1.78 4.67 2.11
H 1.70 6.40 2.63
H 2.89 5.30 3.30
H 4.25 4.12 1.79
H 5.63 4.22 -0.44
H 6.36 4.89 0.99
H 5.54 5.94 -0.20
C 1.79 2.98 -3.12
C 1.34 2.03 -4.20
O 1.92 1.93 -5.25
N 0.20 1.37 -3.91
C -0.50 0.52 -4.81
H 2.86 2.89 -2.97
H 1.19 3.00 -2.21
H 1.63 3.95 -3.59
H -0.23 1.72 -3.07
H -0.97 1.01 -5.66
H -1.05 -0.27 -4.30
H 0.29 -0.14 -5.19
C 2.67 3.00 5.62
C 3.29 2.35 4.40
O 3.73 2.99 3.43
N 3.34 0.99 4.39
C 2.84 0.05 5.42
H 2.61 4.09 5.63
H 3.16 2.67 6.54
H 1.63 2.67 5.61
H 3.76 0.69 3.53
H 2.36 0.54 6.27
H 3.65 -0.58 5.80
H 2.15 -0.68 5.02
C -1.25 5.10 -4.09
C -0.61 5.90 -2.96
O -0.44 7.10 -3.07
N -0.35 5.26 -1.86
C 0.57 5.79 -0.90
H -2.28 4.87 -3.84
H -0.82 4.10 -4.16
H -1.16 5.59 -5.06
H -0.62 4.29 -1.74
H 0.20 6.72 -0.48
H 1.52 5.95 -1.42
H 0.84 5.09 -0.11
C 0.33 1.14 1.62
C 0.36 -0.22 0.91
O 0.70 -1.19 1.50
N -0.14 -0.25 -0.34
C -0.13 -1.47 -1.20
H 0.17 0.98 2.69
H -0.47 1.77 1.21
H 1.23 1.75 1.66
H -0.46 0.58 -0.82
H 0.60 -2.20 -0.86
H 0.06 -1.05 -2.19
H -1.07 -2.02 -1.17
C 3.22 -4.01 0.82
C 3.09 -4.05 2.32
O 3.85 -4.78 2.94
N 2.07 -3.43 2.85
C 1.62 -3.34 4.25
H 4.22 -3.73 0.49
H 2.43 -3.37 0.43
H 3.08 -5.01 0.40
H 1.43 -3.06 2.17
H 2.39 -3.40 5.01
H 0.81 -4.06 4.41
H 1.00 -2.46 4.43
C -2.39 -5.49 1.68
C -1.44 -4.37 1.76
O -0.43 -4.47 1.05
N -1.69 -3.19 2.30
C -2.80 -2.91 3.16
H -2.89 -5.59 0.72
H -3.24 -5.43 2.36
H -1.75 -6.37 1.74
H -0.98 -2.48 2.31
H -2.86 -3.52 4.06
H -3.72 -2.97 2.58
H -2.86 -1.91 3.60
C -3.64 -4.47 -3.69
C -2.94 -3.34 -4.40
O -2.57 -2.39 -3.71
N -2.81 -3.34 -5.71
C -1.96 -2.47 -6.50
H -4.57 -3.98 -3.37
H -3.06 -4.80 -2.83
H -3.82 -5.30 -4.37
H -3.32 -4.07 -6.18
H -0.89 -2.65 -6.43
H -2.07 -1.43 -6.19
H -2.34 -2.50 -7.52
Cl 4.21 -6.28 -2.15
C 2.89 -7.47 -1.97
C 3.33 -8.60 -0.92
Cl 3.64 -7.97 0.70
H 2.53 -7.89 -2.91
H 2.10 -6.87 -1.53
H 4.23 -9.08 -1.30
H 2.60 -9.39 -0.75
Cl 3.59 1.67 -0.43
C 4.72 0.58 0.41
C 3.90 -0.44 1.24
Cl 5.14 -1.09 2.35
H 5.37 1.21 1.01
H 5.39 0.11 -0.31
H 3.36 -1.16 0.62
H 3.15 0.04 1.87
Cl 4.16 -2.10 -1.92
C 3.52 -0.86 -3.03
C 3.67 -1.23 -4.49
Cl 3.00 -2.84 -4.82
H 4.02 0.09 -2.84
H 2.50 -0.59 -2.75
H 4.74 -1.21 -4.70
H 3.13 -0.52 -5.11
Cl -0.90 6.15 2.56
C -1.09 7.02 4.10
C -0.08 6.66 5.16
Cl -0.13 4.93 5.48
H -2.15 6.89 4.34
H -1.08 8.08 3.85
H -0.28 7.18 6.10
H 0.96 6.82 4.87

=====

4.
62
Properties=species:S:1:pos:R:3 method="wB97M-V/def2-TZVPD" multiplicity=5 orbital_gap_ev="2.66 / 4.86" largest_force_ev_per_a=3.8 homo_ev="-2.474 / -6.638" lumo_ev="0.19 / -1.78" s_squared=6.082
Pt -0.41 -0.19 -0.16
P -1.95 0.56 1.55
P 0.86 -1.03 -2.12
N -0.99 -2.00 0.03
H -0.48 1.15 0.50
C -3.42 1.22 0.83
H -4.02 1.63 1.63
H -4.00 0.43 0.36
H -3.22 2.01 0.11
C -1.25 1.72 2.70
H -2.04 2.03 3.37
H -0.85 2.61 2.21
H -0.47 1.26 3.31
C -2.44 -0.84 2.52
H -2.94 -0.47 3.41
H -1.61 -1.45 2.86
H -3.15 -1.47 2.00
C -0.03 -0.88 -3.70
H 0.62 -1.33 -4.45
H -0.19 0.19 -3.92
H -0.97 -1.44 -3.63
C 2.52 -0.31 -2.25
H 2.93 -0.70 -3.18
H 3.14 -0.64 -1.41
H 2.44 0.79 -2.29
C 1.09 -2.81 -1.91
H 1.79 -3.11 -2.69
H 0.12 -3.32 -2.07
H 1.51 -3.04 -0.92
C -1.64 -3.12 0.11
C -3.45 -4.54 -0.45
C -2.89 -3.29 -0.56
C -0.96 -4.09 0.91
C -1.56 -5.33 0.99
C -2.78 -5.52 0.31
H -4.39 -4.72 -0.97
H -3.27 -2.42 -1.11
H -0.02 -3.75 1.37
H -1.05 -6.10 1.57
H -3.26 -6.52 0.40
C 0.00 2.80 -1.69
O 0.12 1.71 -2.18
C -1.35 3.44 -1.46
H -1.15 4.50 -1.62
H -1.81 3.32 -0.47
H -2.03 3.04 -2.20
C 1.17 3.44 -0.92
H 1.73 3.96 -1.72
H 1.83 2.70 -0.46
H 0.79 4.12 -0.13
Te 1.69 -0.69 1.39
C 2.86 1.10 1.46
C 4.10 1.07 0.78
C 4.88 2.25 0.76
C 4.43 3.39 1.44
C 3.24 3.37 2.17
C 2.46 2.21 2.22
H 4.41 0.16 0.26
H 5.82 2.25 0.20
H 5.05 4.29 1.41
H 2.92 4.25 2.70
H 1.55 2.15 2.79

=====

5.
12
Properties=species:S:1:pos:R:3 method="wB97M-V/def2-TZVPD" orbital_gap_ev=10.70 de_lowest_kcal_mol=50.3 largest_force_ev_per_a=3.0 homo_ev=-9.578 lumo_ev=1.12
C -0.67 0.60 -1.40
C 0.66 0.20 -1.04
C 0.16 0.37 0.43
C -0.05 -0.77 1.37
N -1.22 0.82 -0.27
H -1.22 0.82 -2.34
H 0.59 -0.86 -1.28
H 1.46 0.60 -1.62
H 0.75 1.14 0.97
H -0.73 -1.55 1.18
H -0.53 -0.15 2.19
H 0.81 -1.20 1.83

=====

6.
22
Properties=species:S:1:pos:R:3 method="wB97M-V/def2-TZVPD" orbital_gap_ev=8.59 de_lowest_kcal_mol=36.3 largest_force_ev_per_a=0.8 homo_ev=-12.136 charge=+1 lumo_ev=-3.55
C 2.93 0.53 1.25
C 1.82 0.62 0.23
N 2.40 0.30 -1.16
C 0.59 -0.29 0.48
C -0.74 0.35 0.08
N -1.78 -0.39 0.75
C -2.83 -0.77 0.14
N -3.21 -0.54 -1.15
H 3.65 -0.26 1.05
H 2.53 0.33 2.24
H 3.46 1.48 1.32
H 1.43 1.64 0.13
H 2.04 -0.61 -1.46
H 2.19 1.00 -1.86
H 3.41 0.21 -1.12
H 0.75 -1.24 -0.04
H 0.49 -0.48 1.54
H -0.83 0.39 -1.02
H -0.74 1.37 0.45
H -3.54 -1.35 0.73
H -2.51 -0.36 -1.85
H -4.13 -0.77 -1.49

=====

7.
6
Properties=species:S:1:pos:R:3 method="wB97M-V/def2-TZVPD" orbital_gap_ev=12.94 smiles="O=C(F)F.F" de_lowest_kcal_mol=11.0 largest_force_ev_per_a=3.8 homo_ev=-12.575 lumo_ev=0.37
O -0.66 -1.15 0.43
C 0.01 -0.48 1.16
F 1.30 -0.73 1.34
F -0.35 0.62 1.74
F -0.42 0.50 -2.51
H 0.11 1.24 -2.16

=====

8.
47
Properties=species:S:1:pos:R:3 method="wB97M-V/def2-TZVPD" orbital_gap_ev=4.43 de_lowest_kcal_mol=8.2 largest_force_ev_per_a=1.0 homo_ev=-0.146 charge=-2 lumo_ev=4.29
Sn 2.79 0.44 -0.45
F 3.60 0.55 1.48
C 0.71 0.15 0.17
C -0.35 -0.44 0.41
C -1.59 -1.08 0.63
C -2.77 -0.47 0.08
C -2.67 0.53 -0.93
C -3.79 1.16 -1.44
C -5.07 0.85 -0.99
C -5.19 -0.11 0.01
C -4.08 -0.75 0.54
C -1.58 -2.33 1.36
C -2.51 -3.36 1.11
C -2.47 -4.57 1.78
C -1.50 -4.81 2.75
C -0.54 -3.83 2.98
C -0.57 -2.62 2.31
H -1.70 0.75 -1.33
H -3.66 1.89 -2.24
H -5.94 1.34 -1.40
H -6.17 -0.36 0.39
H -4.22 -1.46 1.34
H -3.24 -3.21 0.33
H -3.19 -5.34 1.54
H -1.46 -5.76 3.27
H 0.24 -4.01 3.72
H 0.20 -1.88 2.49
N 0.06 3.21 -0.75
C 1.21 3.88 -0.55
C 1.21 5.29 -0.43
C 2.40 5.96 -0.28
C 3.59 5.23 -0.23
C 3.51 3.86 -0.36
N 2.37 3.19 -0.54
H -0.81 3.68 -0.56
H 0.07 2.20 -0.51
H 0.27 5.82 -0.47
H 2.42 7.04 -0.21
H 4.54 5.72 -0.09
H 4.40 3.24 -0.33
Cl 5.91 -2.14 -0.81
C 5.05 -2.74 -2.25
Cl 5.80 -4.26 -2.77
Cl 5.23 -1.55 -3.55
C 3.46 -2.94 -1.82
O 3.18 -4.09 -1.52
O 2.85 -1.86 -1.87